Computed, not measured: 12 unconnected molecules or ions with the total composition C48H132N12O12 in a non-equilibrium geometry, with wB97M-V/def2-TZVPD.

Calculated values
F_max = 3.5 eV Å⁻¹
calculated total energy = -94356.771 eV
Kohn-Sham gap (spin up / spin down) = 1.571 / 8.345 eV
spin multiplicity = 2
total charge = -1

```
204
Properties=species:S:1:pos:R:3:forces:R:3:mulliken_charge:R:1
C -13.465950 23.876940 -9.894130 -0.05 -0.07 2.16 -1.934
C -13.814230 22.495700 -10.492810 2.02 0.38 0.02 0.469
C -14.078760 21.218660 -9.547390 1.32 2.86 -1.13 -0.244
O -12.866670 20.916210 -8.883470 -0.17 -0.05 -0.29 -0.487
C -12.978750 19.760650 -8.094110 -0.71 -0.41 -0.33 -0.733
N -14.917080 22.694970 -11.381490 -1.22 -0.45 0.33 -0.147
H -14.260030 24.271910 -9.260460 -0.57 -0.13 -0.09 0.310
H -13.254720 24.701460 -10.575040 -0.03 -0.53 -0.73 0.452
H -12.633250 23.889090 -9.190890 0.42 -0.42 -0.15 0.511
H -12.932280 22.306050 -11.104620 0.20 -0.74 -0.04 0.435
H -14.368230 20.382480 -10.183870 -0.39 -0.02 0.06 0.759
H -14.847990 21.597560 -8.874480 -0.41 -0.63 0.44 0.009
H -13.522640 18.950620 -8.580050 -0.05 -0.14 -0.79 0.338
H -13.654230 19.950890 -7.260060 0.63 0.13 0.81 0.193
H -11.989880 19.340920 -7.909520 -0.08 0.48 0.61 0.289
H -15.702190 22.564360 -10.759690 -0.83 0.15 -0.17 -0.636
H -14.995650 23.680740 -11.586910 0.04 0.14 -0.34 0.034
C -16.689030 26.644380 -10.353760 1.88 -0.02 -0.76 -2.161
C -17.706210 26.094340 -9.462460 -2.11 -2.57 -0.16 1.897
C -17.466170 24.686980 -8.796450 0.70 0.41 -1.47 0.088
O -17.203600 23.661030 -9.777120 1.37 0.85 0.20 1.624
C -18.326630 23.153670 -10.462140 -0.53 0.07 0.83 -0.349
N -18.068860 27.011800 -8.436580 0.23 0.25 0.73 1.819
H -17.145730 27.295050 -11.099510 0.04 0.25 0.16 0.220
H -16.108150 25.903270 -10.902790 -0.13 -0.33 -0.05 0.563
H -15.962650 27.182150 -9.744430 0.15 0.36 -0.02 0.589
H -18.610330 25.960920 -10.056480 -0.21 -0.43 -0.52 0.243
H -18.239420 24.251120 -8.163820 -0.64 0.82 0.10 0.046
H -16.603490 24.879380 -8.158600 0.53 -0.70 -0.05 -0.866
H -18.041490 22.223840 -10.954290 -0.04 -0.01 0.10 -0.446
H -18.784260 23.809300 -11.202970 0.21 0.32 0.00 -0.057
H -19.069290 22.980520 -9.683310 -0.48 -0.46 -0.22 0.008
H -18.876140 26.510560 -8.094290 -0.82 0.47 1.10 -0.636
H -18.449120 27.793660 -8.950580 -0.07 0.51 0.13 -1.000
C -19.191640 32.046460 -10.825220 -0.70 -0.17 -0.66 -0.954
C -20.315540 31.118620 -10.397150 0.77 -0.92 1.10 0.418
C -19.610510 29.824580 -9.738390 0.13 -0.57 -1.54 -0.439
O -19.064130 28.838570 -10.710940 -1.31 0.82 0.74 2.255
C -20.102490 27.974060 -11.210500 0.24 -0.03 0.25 -3.881
N -21.145190 31.770430 -9.374800 0.60 -0.57 0.94 -0.767
H -18.604250 32.374500 -9.967620 0.09 -0.23 0.02 0.265
H -19.670350 32.933100 -11.240920 0.28 0.17 -0.37 0.473
H -18.555940 31.548340 -11.557240 0.16 0.30 -0.03 -0.008
H -21.046210 30.859770 -11.163440 0.66 -0.39 -0.49 0.220
H -20.224740 29.291330 -9.012820 -0.59 0.03 -0.23 -0.378
H -18.697070 30.051580 -9.188660 -0.02 0.87 0.03 0.136
H -20.633090 27.450690 -10.415120 -0.32 0.41 0.46 0.744
H -19.666350 27.120230 -11.729030 0.35 0.38 -0.58 0.235
H -20.799730 28.531810 -11.835690 -0.04 -0.20 -0.09 0.430
H -21.182060 32.770240 -9.513080 -0.17 0.25 -0.56 0.305
H -20.521120 31.720840 -8.582220 -0.28 0.04 0.96 0.254
C -14.256190 23.338780 -6.395690 -0.64 0.24 0.29 -0.172
C -13.896020 24.133950 -5.135470 -0.10 0.93 -0.54 0.960
C -14.919980 24.086320 -3.976360 1.61 0.26 -0.13 -1.065
O -16.010320 24.997020 -4.184620 -0.32 -2.23 0.00 -0.263
C -17.179650 24.271820 -4.558960 -1.20 0.60 0.08 -0.739
N -12.547610 23.748550 -4.757300 0.16 -0.62 0.62 -0.751
H -14.214000 22.261160 -6.237390 0.01 -0.08 0.24 0.175
H -13.615550 23.555030 -7.250630 0.18 0.15 0.28 -0.135
H -15.266940 23.601310 -6.708030 -0.13 -0.04 -0.10 -0.363
H -13.869920 25.195760 -5.380350 -0.28 0.22 -0.44 0.110
H -14.440180 24.438800 -3.063320 0.30 0.11 0.01 0.375
H -15.120900 23.031930 -3.786680 -1.01 -0.02 -0.01 0.260
H -17.378480 23.345290 -4.020360 0.80 -0.30 0.12 0.425
H -17.262480 24.084720 -5.629590 0.28 -0.04 -0.15 0.142
H -18.065950 24.838940 -4.274420 0.13 0.59 -0.16 0.339
H -11.947600 23.952680 -5.543690 0.17 -0.12 -0.06 0.282
H -12.205190 24.302520 -3.985310 0.00 0.14 0.14 0.300
C -16.319710 30.013920 -13.211280 0.59 0.61 -0.46 -0.453
C -15.172010 30.114090 -12.140100 -1.43 0.18 0.38 0.359
C -15.721620 30.518380 -10.722410 -0.27 0.05 -1.11 0.456
O -16.074940 31.875450 -10.617510 0.18 0.95 0.53 -0.164
C -15.025820 32.837830 -10.659550 -0.32 0.07 -1.22 -1.013
N -14.489010 28.840500 -12.034590 0.33 -0.28 -0.41 -0.696
H -16.071830 29.478990 -14.128060 0.58 -1.00 0.52 -0.223
H -16.430450 30.954040 -13.751660 -0.51 0.72 0.82 0.422
H -17.290080 29.651080 -12.872390 0.10 0.07 0.31 -0.028
H -14.548500 30.943730 -12.473280 0.60 -0.42 -0.04 0.457
H -15.066990 30.233380 -9.898800 0.58 -0.04 -0.10 0.242
H -16.645050 29.959680 -10.569950 -0.20 -0.05 0.05 -0.576
H -14.781340 33.049510 -11.700470 0.27 -0.18 -0.33 0.338
H -14.081490 32.590870 -10.174420 -0.18 -0.40 0.45 0.376
H -15.381690 33.814480 -10.331530 -0.29 -0.30 0.61 0.278
H -13.707160 28.859750 -11.395490 0.17 0.28 0.09 0.346
H -15.135340 28.184100 -11.620480 -0.17 -0.29 -0.09 -0.063
C -19.871930 21.006040 -17.262450 -0.71 -1.63 -1.47 -1.467
C -20.644550 21.902910 -16.340800 1.62 0.41 0.58 0.180
C -20.361870 21.529030 -14.874120 -2.75 -0.56 -0.21 0.186
O -21.266470 22.300360 -14.068410 0.13 -0.01 0.04 -0.185
C -21.240110 21.970490 -12.674140 1.82 0.19 -1.12 0.024
N -20.112350 23.197440 -16.641460 0.14 1.88 0.16 -0.857
H -20.098320 21.297700 -18.288020 0.48 0.58 -0.09 0.397
H -20.190400 19.966560 -17.340890 -0.25 -0.33 0.79 0.431
H -18.793840 20.951150 -17.111460 0.01 0.49 0.17 0.174
H -21.694780 22.010890 -16.611810 -0.22 -0.91 0.51 0.437
H -19.316550 21.596780 -14.572760 0.18 0.40 -0.06 -0.511
H -20.676300 20.489660 -14.779610 0.23 -0.52 0.28 0.543
H -20.182930 21.778990 -12.490310 0.28 0.00 0.71 -0.713
H -21.724260 21.028720 -12.415750 -0.68 0.15 -0.08 0.420
H -21.521230 22.858710 -12.108330 -0.49 -0.27 -0.03 0.248
H -20.383250 23.841130 -15.911820 -1.03 0.41 0.11 0.327
H -19.130650 23.248190 -16.409540 0.64 -0.45 -0.55 0.430
C -17.456190 24.244600 -13.570110 -1.44 0.54 0.92 -0.109
C -17.492780 24.998450 -14.884320 2.18 -0.68 2.65 0.322
C -16.268270 25.985280 -14.921960 -0.78 -0.77 -1.21 -0.560
O -15.980650 26.335690 -16.311140 0.32 0.83 1.05 -0.438
C -14.935570 27.344950 -16.386590 -1.23 -0.51 0.12 -0.506
N -17.472920 23.952670 -15.820120 -0.02 0.76 -3.33 -0.521
H -16.708840 23.453450 -13.509810 0.53 0.52 -0.01 0.126
H -18.400880 23.703530 -13.516090 -0.26 -0.08 0.07 -0.115
H -17.485400 24.918870 -12.714180 0.45 -0.13 0.27 -0.230
H -18.411850 25.579150 -14.963040 -0.06 0.05 -0.14 0.018
H -15.341910 25.579990 -14.514890 -0.05 -0.39 0.25 0.462
H -16.615850 26.779510 -14.261290 0.36 0.82 -0.35 0.238
H -14.766910 27.631650 -17.424600 -0.14 -0.35 -0.05 0.307
H -14.004980 26.983470 -15.949050 0.03 -0.01 0.13 0.287
H -15.301490 28.229860 -15.865900 0.29 0.11 0.18 0.016
H -17.117640 24.491050 -16.597310 0.01 -1.00 -1.33 0.259
H -16.961430 23.084390 -15.752610 0.50 0.44 0.93 0.201
C -22.234930 26.864120 -5.780580 -0.35 1.02 1.15 -1.551
C -20.987220 27.213090 -6.598380 -1.38 -0.48 0.68 0.759
C -19.869990 27.779930 -5.683610 -0.15 1.18 -1.76 0.791
O -20.321690 29.003110 -5.094150 -1.60 -1.47 0.35 -0.446
C -19.344590 29.714360 -4.414320 0.94 -0.22 -0.58 -0.593
N -20.643320 25.984750 -7.309610 1.84 0.44 0.91 -0.053
H -22.105410 25.963080 -5.181020 0.24 -0.37 -0.21 0.348
H -23.147470 26.754560 -6.366550 0.23 0.00 -0.20 0.253
H -22.440420 27.609730 -5.012500 -0.09 0.41 -0.11 0.465
H -21.304920 27.924960 -7.360240 0.37 0.45 0.14 -0.394
H -19.046900 28.088880 -6.327960 0.36 -0.37 -0.22 -0.825
H -19.469080 27.035400 -4.995820 -0.25 -0.06 0.53 0.258
H -18.736310 29.084040 -3.765630 -0.10 -0.22 0.45 0.266
H -19.800970 30.517270 -3.835400 0.04 0.00 -0.22 0.355
H -18.646760 30.048790 -5.181980 0.33 0.80 0.20 0.112
H -21.351430 25.766280 -7.995870 -0.31 -0.14 -0.56 -0.334
H -20.643610 25.296950 -6.569990 0.04 -0.69 -0.28 0.355
C -17.953370 21.177230 -7.391870 0.65 1.12 0.42 0.146
C -17.842520 19.883310 -6.666320 0.08 -0.72 1.95 0.470
C -17.459690 19.974580 -5.100460 -0.17 0.97 -1.82 -0.707
O -17.405920 18.736310 -4.451320 -0.25 -0.61 -0.65 -0.363
C -17.060400 18.761390 -3.085430 0.23 0.51 -0.28 -0.759
N -19.124690 19.243860 -6.771320 -0.61 -1.40 -0.23 -0.670
H -18.008190 20.935520 -8.453320 -0.55 0.42 0.05 -0.681
H -17.113950 21.860430 -7.262600 0.45 -0.19 0.02 -0.219
H -18.784370 21.744060 -6.972060 -0.48 -0.01 -0.55 0.342
H -17.160810 19.264150 -7.249430 0.44 -0.26 0.49 0.276
H -18.273010 20.567720 -4.682370 -0.18 0.29 0.27 0.337
H -16.548240 20.566870 -5.019520 0.48 -0.11 0.30 0.259
H -16.000560 19.001010 -2.999300 0.26 -0.21 0.22 0.297
H -17.295230 17.792390 -2.644980 0.13 0.05 -0.16 0.261
H -17.584490 19.539920 -2.531060 -0.36 0.10 -0.01 0.315
H -19.894500 19.742230 -6.348090 0.08 0.61 -0.01 0.301
H -19.064990 18.394530 -6.228020 -0.15 -0.43 -0.09 0.293
C -16.994830 19.449100 -14.456680 -0.65 0.30 1.78 -1.693
C -16.661340 20.438010 -13.306130 -0.06 -2.19 0.34 2.393
C -17.045340 19.830210 -11.898600 -0.88 1.02 -0.83 -0.711
O -18.445960 19.935040 -11.699870 -0.43 0.03 0.10 -0.006
C -18.955270 19.091560 -10.690800 -0.26 -0.80 -0.17 -1.201
N -15.242250 20.644580 -13.330470 0.82 0.61 0.04 -0.622
H -17.967060 19.071640 -14.139820 -0.40 -0.17 -0.79 0.329
H -16.311190 18.603180 -14.384970 0.19 0.07 -0.34 0.513
H -17.002170 19.927140 -15.436240 0.01 -0.19 0.10 0.208
H -17.266110 21.332300 -13.456440 0.36 0.30 0.17 -1.367
H -16.600960 20.447320 -11.117700 0.56 -0.05 0.10 -0.178
H -16.719380 18.795800 -11.789720 0.21 -0.23 -0.16 0.734
H -18.377540 19.019160 -9.769340 0.40 0.40 0.03 0.351
H -19.022790 18.078460 -11.087250 0.08 -0.35 -0.05 0.383
H -19.971810 19.344260 -10.389310 0.07 0.54 -0.29 0.254
H -14.743980 19.795470 -13.104970 -0.18 -0.67 -0.48 0.421
H -14.990150 21.221360 -12.540620 0.07 0.94 -0.12 0.146
C -15.121630 28.703290 -4.718230 -1.00 0.57 0.93 -1.959
C -16.079380 28.371890 -5.879440 2.00 0.55 0.91 1.804
C -16.054310 29.451940 -7.012790 -0.13 -0.92 0.90 0.091
O -16.410370 30.708460 -6.438620 0.34 -0.52 -1.04 -0.423
C -16.365060 31.740950 -7.434770 -0.38 -0.26 1.85 -0.585
N -15.590520 27.096610 -6.365100 -0.35 0.47 -1.88 -0.673
H -14.048290 28.648960 -4.900160 -0.12 0.22 -0.76 0.331
H -15.268380 27.968740 -3.926380 -0.23 -0.27 0.03 0.469
H -15.380600 29.652020 -4.248180 0.21 0.23 -0.09 0.408
H -17.094270 28.218060 -5.512760 -0.13 0.64 0.20 -0.636
H -16.679060 29.163700 -7.858190 -0.94 0.02 0.21 -0.454
H -15.097890 29.435840 -7.535380 0.83 0.40 0.58 0.468
H -15.329560 31.878330 -7.746170 -0.09 -0.05 -0.61 0.262
H -16.665310 32.618870 -6.862760 -0.03 0.28 -0.33 0.372
H -17.105730 31.542250 -8.209390 0.40 0.06 -0.38 0.110
H -15.673950 26.345780 -5.694730 -0.27 0.22 0.31 -0.033
H -16.318670 27.001000 -7.058470 0.00 -1.48 -0.86 -0.003
C -21.872620 23.040410 -8.907900 -1.11 0.15 0.76 -0.550
C -23.041780 24.073530 -8.882050 -0.12 0.50 -1.16 -1.224
C -23.729200 24.313700 -7.515820 0.51 -1.12 0.04 -0.050
O -24.388110 23.149280 -6.929620 0.70 0.70 -0.39 -0.259
C -25.629550 22.791170 -7.490410 -0.17 0.24 -0.21 -0.917
N -22.555530 25.360190 -9.453570 0.88 -0.37 1.03 0.740
H -22.312890 22.090500 -8.604680 0.08 -0.24 0.10 0.617
H -21.079240 23.270900 -8.196910 0.04 0.22 0.05 -0.270
H -21.422590 22.874780 -9.886740 -0.23 0.40 -0.08 0.123
H -23.777620 23.730800 -9.609490 -0.37 -0.55 0.22 0.162
H -24.407080 25.166260 -7.557240 -0.30 -0.03 -0.29 0.676
H -22.945170 24.594140 -6.812430 -0.19 -0.26 0.15 -0.434
H -26.369270 23.587440 -7.407520 -0.02 0.37 0.02 0.334
H -26.048090 21.947100 -6.942260 0.33 -0.12 0.09 0.292
H -25.564130 22.526300 -8.545710 0.13 -0.10 -0.13 0.319
H -22.288300 25.191320 -10.412830 0.28 -0.05 -0.53 -0.352
H -23.180430 26.151970 -9.505480 -0.81 -0.08 0.22 0.362
```
Forces are in eV/Å.